A 14-piece molecular cluster, C5H33NO13 overall, computed with ωB97M-V/def2-TZVPD.

```
! RIJCOSX wB97M-V def2-TZVPD def2/J DEFGRID3
* xyz 0 1
C -0.0519 -1.6670 -3.7215
C 0.3644 -0.9077 -2.5846
C 1.0222 0.3581 -2.7447
N 1.4114 0.6265 -1.4390
C 1.0348 -0.3329 -0.5638
C 0.4803 -1.4071 -1.2143
H -0.9197 -1.3762 -4.1904
H 0.5353 -1.6379 -4.7283
H -0.3158 -2.7148 -3.3579
H 1.0975 1.0931 -3.4921
H 2.2221 1.2904 -1.2129
H 1.0013 -0.2056 0.5486
H 0.0215 -2.4107 -0.9631
H -3.5935 1.1800 -1.1394
H -2.5330 0.7987 -2.1656
O -3.5167 0.7057 -1.9058
H -0.4880 -1.6813 3.7392
H 0.8526 -1.9279 4.3056
O -0.0528 -2.2291 4.3845
H 0.9001 3.3687 -2.9424
H 1.4248 3.8034 -1.4194
O 1.6852 3.2733 -2.3100
H -3.8313 -0.3000 0.7625
H -3.9224 0.5832 2.0402
O -3.3475 0.3209 1.3323
H -1.5105 1.7868 -0.0799
H -0.4994 2.2345 -1.0245
O -1.3127 2.4232 -0.7143
H 1.3071 -4.2353 0.0282
H 0.3034 -3.3280 0.3902
O 0.5094 -4.2814 0.3569
H -0.2929 0.8393 3.2540
H 1.1675 0.6111 2.8402
O 0.3995 0.1459 3.1679
H -4.1898 -1.1125 -1.1985
H -3.1595 -1.8999 -0.6358
O -4.0751 -1.5397 -0.3967
H -2.0604 -3.8641 -1.0328
H -1.7256 -3.0364 0.3509
O -1.8064 -2.9905 -0.5859
H 4.6810 1.8207 0.4585
H 3.3833 1.0111 1.0224
O 3.7740 1.5667 0.2565
H 2.9695 -1.3222 0.8150
H 2.3528 -0.9711 2.2223
O 2.8093 -0.6189 1.4685
H -0.6805 3.2988 3.7752
H -1.4617 2.1506 4.4215
O -0.8995 2.3363 3.6286
H 2.0654 3.3786 1.0116
H 3.4157 3.3602 0.1703
O 3.0554 3.6324 1.0116
*
```

Output
**Gap between HOMO and LUMO**: 0.285 Eh
**Energy above the lowest of the compared OMol25 structures with the same formula, charge and spin**: 152.3 kcal/mol
**Calculated total energy**: -1243.02647 Eh

=====

C15H27N2O2PPdSSe2 as an isolated structure, computed with ωB97M-V/def2-TZVPD.

```
! RIJCOSX wB97M-V def2-TZVPD def2/J DEFGRID3
* xyz 2 1
Pd 0.2756 0.3981 -0.6496
O 0.0676 -0.5085 1.6137
C 1.0886 -1.0449 2.4640
C 2.4607 -0.4413 2.1649
C 3.3900 -0.8719 3.3264
O 2.9093 -0.2716 4.5035
C 2.5039 1.0898 2.1355
Se 1.5000 1.9956 0.7237
C 3.0974 -0.9740 0.8781
Se 1.8776 -1.4096 -0.5605
H -0.7954 -0.7721 1.9592
H 1.1495 -2.1332 2.3237
H 0.8465 -0.8451 3.5091
H 4.4128 -0.5462 3.0974
H 3.3911 -1.9672 3.3976
H 3.4496 -0.5370 5.2554
H 3.5391 1.4081 2.0355
H 2.1151 1.5045 3.0679
H 3.6682 -1.8929 1.0516
H 3.8026 -0.2560 0.4564
C -1.7789 -1.5228 -2.7994
P -1.7445 -0.5995 -1.2421
C -3.0000 0.7001 -1.3807
C -2.2279 -1.7225 0.0807
C -1.5326 -2.9217 0.2522
C -1.9311 -3.8224 1.2209
C -3.0193 -3.5286 2.0367
C -3.7057 -2.3340 1.8819
C -3.3134 -1.4283 0.9057
H -0.9846 -2.2694 -2.8153
H -1.6451 -0.8441 -3.6410
H -2.7401 -2.0298 -2.8931
H -3.9644 0.2484 -1.6213
H -2.7066 1.3683 -2.1882
H -3.0898 1.2703 -0.4577
H -0.6792 -3.1571 -0.3724
H -1.4004 -4.7568 1.3418
H -3.3327 -4.2367 2.7914
H -4.5527 -2.1078 2.5144
H -3.8628 -0.5038 0.7948
C 0.2383 4.9230 -4.2480
N -0.0298 3.5421 -3.8637
C 0.5977 2.8944 -2.9005
N 1.4976 3.4848 -2.1448
S 0.2074 1.1904 -2.8111
H -0.5878 5.2705 -4.8605
H 1.1651 4.9984 -4.8176
H 0.2832 5.5577 -3.3631
H -0.6694 3.0040 -4.4282
H 1.7601 4.4486 -2.2883
H 1.9997 2.9598 -1.4370
*
```

Output
**Gap between HOMO and LUMO (alpha / beta)**: 0.203 / 0.192 Eh
**Energy above the lowest of the compared OMol25 structures with the same formula, charge and spin**: 51.0 kcal/mol
**Calculated total energy**: -6517.50132 Eh

=====

C24H65F6N4O12PPb as an isolated structure, computed with ωB97M-V/def2-TZVPD.

```
! RIJCOSX wB97M-V def2-TZVPD def2/J DEFGRID3
* xyz 0 1
Pb -0.2822 1.1563 0.4214
C -0.2930 -2.0583 3.4127
C -0.4040 -0.9298 2.4693
O -1.5045 -0.5293 2.0340
O 0.7167 -0.4475 2.0794
H 0.5969 -2.6951 3.2804
H -1.2270 -2.5959 3.3714
H -0.1211 -1.7667 4.4350
P -1.9946 4.9478 2.0262
F -0.3972 5.1733 1.8031
F -2.1529 5.0923 0.3416
F -1.8003 3.3270 1.8559
F -3.5202 4.7416 2.1222
F -1.6180 4.6984 3.6444
F -2.1472 6.5093 2.2396
C -0.9651 -2.6700 -1.0486
C 0.5427 -2.3067 -0.9719
O 0.7361 -0.8876 -1.1319
O -1.5900 -2.2994 -2.2733
H -1.5076 -2.2691 -0.1864
H -1.1637 -3.7847 -0.9568
H 1.1245 -2.8783 -1.7060
H 0.8201 -2.5621 0.0429
H 0.9163 -0.7087 -2.0557
H -1.8977 -1.3705 -2.0558
C -4.0445 0.9293 -1.8630
C -4.3364 2.1024 -0.9681
O -3.5715 3.2043 -1.5115
O -2.6583 0.5334 -1.6415
H -4.2203 1.2640 -2.8644
H -4.6669 0.0753 -1.7339
H -3.9939 1.9201 0.0478
H -5.3742 2.3693 -1.0556
H -3.3700 3.8573 -0.8205
H -2.1335 1.2372 -2.0541
C 0.4824 2.9088 -2.9874
C -0.2701 3.9073 -2.1179
O 0.1299 3.8221 -0.7608
O 0.0111 1.5752 -2.6750
H 1.5474 2.9020 -2.6783
H 0.4331 3.0363 -4.0668
H -1.3106 3.6732 -2.3406
H -0.1074 4.9045 -2.5129
H -0.4645 4.3052 -0.2460
H 0.2936 1.0475 -3.4557
C -6.0195 -1.6674 3.4375
C -4.7420 -1.3618 2.6087
C -4.8675 -1.2239 1.1475
O -5.5093 -2.3327 0.4752
C -4.5655 -3.3900 0.0926
N -4.3679 -0.0416 3.0854
H -6.7486 -0.8647 3.3863
H -5.6022 -1.8279 4.4541
H -6.4761 -2.5960 3.0803
H -3.9199 -2.1324 2.7753
H -3.8535 -0.9846 0.7719
H -5.4204 -0.3166 1.0134
H -4.0588 -3.8591 0.9617
H -3.8334 -3.0555 -0.6051
H -5.2209 -4.0774 -0.4037
H -3.3678 -0.0082 2.9809
H -4.5551 -0.0024 4.0713
C 2.2580 -0.3394 -4.8871
C 1.0092 -0.3497 -5.7246
C 0.8102 -1.7258 -6.3841
O -0.3381 -1.7483 -7.1788
C -0.6984 -3.1293 -7.5618
N -0.1998 0.0172 -4.9298
H 2.6136 0.6856 -4.5933
H 3.1672 -0.8525 -5.1629
H 2.0858 -0.7821 -3.8970
H 1.1444 0.3687 -6.5095
H 0.6752 -2.4173 -5.5418
H 1.7126 -2.1048 -6.8896
H -0.3401 -3.8812 -6.9343
H -0.3876 -3.3029 -8.5957
H -1.7852 -3.1151 -7.4804
H -0.4874 -0.8484 -4.4460
H -0.9518 0.3063 -5.5899
C 3.4166 -2.2008 4.8465
C 4.0442 -1.8663 3.4562
C 5.3991 -2.5942 3.4171
O 6.0944 -2.1302 2.2477
C 7.4772 -2.0662 2.3585
N 3.3081 -2.3524 2.2668
H 2.4638 -1.7386 4.8681
H 3.9148 -1.7976 5.7237
H 3.3535 -3.2765 5.0359
H 4.1790 -0.7215 3.5117
H 5.2126 -3.6587 3.3782
H 5.9978 -2.3199 4.3323
H 7.6914 -1.5072 3.2038
H 7.8619 -1.5402 1.4542
H 7.8075 -3.0773 2.5657
H 3.9691 -2.2175 1.5489
H 2.4581 -1.8300 2.1783
C 2.8316 3.4626 3.3689
C 2.1688 2.9400 2.0983
C 3.0286 1.9304 1.4222
O 2.4620 1.6735 0.1307
C 3.3615 0.8652 -0.6167
N 0.9045 2.3263 2.3684
H 2.5734 2.8574 4.2918
H 2.3896 4.4825 3.4801
H 3.9409 3.3403 3.2376
H 2.0802 3.7585 1.4062
H 3.0771 0.9305 1.9358
H 4.0201 2.3385 1.2133
H 3.4838 -0.1888 -0.2257
H 4.3617 1.2608 -0.5867
H 2.9363 0.9236 -1.6034
H 0.2374 2.9754 2.8054
H 1.0914 1.5184 2.9665
*
```

Output
**Gap between HOMO and LUMO**: 0.337 Eh
**Calculated total energy**: -3208.89443 Eh

=====

An isolated molecule of C6H10, computed with ωB97M-V/def2-TZVPD.

```
! RIJCOSX wB97M-V def2-TZVPD def2/J DEFGRID3
* xyz 0 1
C 1.5891 -0.3117 0.8875
C 0.6016 -0.9554 -0.0733
C -0.8894 -0.8077 0.0123
C -1.2973 0.6022 0.4414
C -0.5009 1.1814 -0.7621
C -0.1271 -0.2417 -1.1785
H 1.2208 -0.3321 1.9189
H 1.8019 0.7323 0.6361
H 2.5461 -0.8419 0.8724
H 0.8747 -1.9654 -0.3797
H -1.5346 -1.6811 0.0591
H -2.3730 0.7677 0.3297
H -0.9963 0.9233 1.4466
H 0.3350 1.8500 -0.5221
H -1.1499 1.6832 -1.4849
H -0.1007 -0.6031 -2.2036
*
```

Output
**Gap between HOMO and LUMO**: 0.394 Eh
**SMILES string**: C[C@H]1[C@H]2CC[C@@H]12
**Energy above the lowest of the compared OMol25 structures with the same formula, charge and spin**: 31.5 kcal/mol
**Calculated total energy**: -234.55233 Eh

=====

C23H37N2O2P3Pb as an isolated structure, computed with ωB97M-V/def2-TZVPD.

```
! RIJCOSX wB97M-V def2-TZVPD def2/J DEFGRID3
* xyz 4 1
P -2.7415 0.7982 -0.5380
C -3.9575 0.4336 0.7760
H -4.9364 0.5667 0.3314
H -3.7703 1.1101 1.6165
H -3.8993 -0.6172 1.0712
C -3.2045 2.5463 -0.8049
H -2.8352 2.9179 -1.7615
H -2.8078 3.1558 0.0140
H -4.2938 2.5375 -0.7675
C -3.4973 -0.1891 -1.8779
H -4.4888 0.2468 -1.9980
H -3.5775 -1.2308 -1.5553
H -2.9283 -0.1306 -2.8095
P 1.0783 -2.3856 -1.2419
C 0.7321 -3.9186 -0.3244
H 1.3921 -4.6458 -0.7974
H -0.3144 -4.1981 -0.4583
H 0.9731 -3.8052 0.7337
C 0.5526 -2.9296 -2.9080
H 0.9323 -2.2654 -3.6880
H -0.5408 -2.9699 -2.9546
H 0.9660 -3.9342 -3.0017
C 2.9080 -2.4185 -1.2060
H 3.1687 -3.3339 -1.7367
H 3.2449 -2.4700 -0.1670
H 3.3501 -1.5457 -1.6973
P 1.7662 1.7798 1.4662
C 2.0709 1.3680 3.2162
H 2.5461 2.2297 3.6573
H 2.7062 0.4735 3.2613
H 1.1038 1.2629 3.7227
C 3.5148 2.0107 0.9846
H 3.9532 2.5384 1.8322
H 3.5985 2.5856 0.0615
H 3.9946 1.0339 0.8651
C 1.0292 3.4358 1.7197
H 1.8082 3.9949 2.2372
H 0.1457 3.3327 2.3580
H 0.7542 3.9158 0.7772
Pb 0.0842 0.2811 -0.3243
C -1.4187 -1.7778 0.2095
O -2.1424 -2.6159 0.4896
C 1.3873 -1.2580 1.3092
O 1.9029 -1.9027 2.0998
C 2.2318 1.5775 -2.4355
C 1.4807 2.7072 -2.0292
C 0.1149 2.7878 -2.3691
C -0.4814 1.7994 -3.1901
C 0.2776 0.6799 -3.5855
C 1.6503 0.5873 -3.2522
H 3.2947 1.4991 -2.1615
H 1.9871 3.5887 -1.5953
H -0.4760 3.6558 -2.0392
H -1.4705 1.9775 -3.6504
H -0.1890 -0.0987 -4.2078
H 2.2981 -0.1556 -3.7527
N -4.8088 -2.4064 4.2598
C -3.6996 -2.0463 4.0569
C -2.3559 -1.6276 3.8667
C -1.3397 -2.1136 4.7274
C -0.0481 -1.6198 4.5416
C 0.1272 -0.7159 3.5070
N -0.8127 -0.2772 2.7270
C -2.0021 -0.7928 2.8443
H -1.4877 -2.8858 5.5002
H 0.8777 -1.9076 5.0657
H 1.2016 -0.3886 3.4362
H -2.7066 -0.5916 2.0160
*
```

Output
**Gap between HOMO and LUMO (alpha / beta)**: 0.132 / 0.132 Eh
**Energy above the lowest of the compared OMol25 structures with the same formula, charge and spin**: 18.9 kcal/mol
**Calculated total energy**: -2373.76844 Eh

=====

A 2-piece molecular cluster, C10H16 overall, computed with ωB97M-V/def2-TZVPD.

```
! RIJCOSX wB97M-V def2-TZVPD def2/J DEFGRID3
* xyz 1 2
C -1.6867 -0.7712 -1.7025
C -3.0273 -1.4967 -1.5067
C -1.0726 -0.1483 -0.4986
C -1.6715 0.9086 0.2016
C 0.0299 -0.8796 0.0777
C -1.2860 1.1330 1.5115
C 0.4574 -0.5860 1.3584
C -0.2563 0.3473 2.1049
H -1.0260 -1.4779 -2.2042
H -1.7206 0.0689 -2.4185
H -3.4402 -1.8521 -2.4499
H -2.3121 1.7020 -0.1588
H 0.5108 -1.6883 -0.4521
H -1.6861 1.9747 2.0583
H 1.1416 -1.2309 1.8871
H 0.1312 0.6136 3.0767
H -3.7681 -0.9643 -0.9219
H -2.7291 -2.4563 -1.0722
C 3.0041 1.0071 -0.6048
C 4.3685 0.4957 -0.1109
H 3.0040 1.6125 -1.5081
H 2.4591 0.0694 -0.7322
H 2.4852 1.6146 0.1404
H 4.9774 0.1376 -0.9362
H 4.9499 1.3423 0.2745
H 4.2524 -0.1672 0.7391
*
```

Output
**Gap between HOMO and LUMO (alpha / beta)**: 0.368 / 0.227 Eh
**Energy above the lowest of the compared OMol25 structures with the same formula, charge and spin**: 14.6 kcal/mol
**Calculated total energy**: -390.28666 Eh

=====

Question: The highest calculated total energy belongs to which entry?
Answer: C6H10

=====

Question: Look up the calculated total energy of the fifth one.
Answer: -2373.76844 Eh

=====

Question: Which formula does entry 4 have?
Answer: C6H10

=====

Question: Among the records above, which one has the highest calculated total energy?
Answer: C6H10